Entry 1:
The following is a quantum chemistry calculation of C28H41CoF5N5S as an isolated structure, from the Open Molecules 2025 dataset.

```
! RIJCOSX wB97M-V def2-TZVPD def2/J DEFGRID3
* xyz -1 2
Co -0.948 -1.376 -1.257
C 0.961 -3.533 0.688
C -0.374 -3.976 0.085
N -0.562 -3.592 -1.312
C -1.764 -4.175 -1.920
C -2.478 -3.195 -2.858
N -2.772 -1.911 -2.239
C -4.029 -1.753 -1.519
C -4.034 -2.306 -0.093
C -3.340 -1.470 0.983
N -2.011 -0.984 0.628
C -1.103 -0.885 1.753
C 0.298 -0.408 1.342
N 0.734 -1.073 0.110
C 1.596 -2.237 0.182
H 1.709 -4.316 0.525
H 0.825 -3.480 1.773
H -1.196 -3.511 0.635
H -0.465 -5.066 0.232
H 0.253 -3.812 -1.870
H -2.436 -4.475 -1.115
H -1.535 -5.092 -2.479
H -3.385 -3.692 -3.242
H -1.824 -2.988 -3.708
H -2.643 -1.156 -2.905
H -4.850 -2.230 -2.077
H -4.220 -0.679 -1.481
H -3.621 -3.316 -0.082
H -5.081 -2.407 0.217
H -3.253 -2.099 1.876
H -3.994 -0.632 1.262
H -2.128 -0.087 0.124
H -1.003 -1.885 2.199
H -1.471 -0.217 2.541
H 0.990 -0.659 2.162
H -0.090 1.338 0.317
H 1.134 -0.399 -0.533
H 2.481 -2.045 0.813
H 1.963 -2.388 -0.836
F -1.644 5.291 -2.917
C -1.338 3.975 -2.964
C -1.487 3.155 -1.865
F -1.961 3.709 -0.715
C -1.119 1.838 -1.914
F -2.586 0.858 -1.178
C -0.576 1.255 -3.062
S 0.017 -0.415 -3.163
C -0.458 2.099 -4.166
F 0.045 1.655 -5.341
C -0.832 3.429 -4.129
F -0.704 4.202 -5.233
C 3.159 1.137 -1.866
C 2.144 1.953 -1.060
C 2.000 3.355 -1.645
C 2.495 2.014 0.415
C 3.747 2.517 0.770
C 4.156 2.589 2.089
C 3.287 2.179 3.087
C 2.023 1.703 2.784
C 1.084 1.333 3.910
C 1.665 0.241 4.811
C 0.703 2.565 4.733
C 1.621 1.604 1.438
N 0.348 1.033 1.185
H 2.796 1.003 -2.885
H 3.308 0.145 -1.429
H 4.133 1.636 -1.904
H 1.179 1.460 -1.187
H 2.951 3.894 -1.603
H 1.256 3.938 -1.103
H 1.683 3.294 -2.688
H 4.420 2.837 -0.017
H 5.142 2.963 2.337
H 3.595 2.247 4.127
H 0.169 0.952 3.460
H 2.560 0.598 5.329
H 1.950 -0.646 4.237
H 0.939 -0.061 5.568
H 1.570 3.027 5.211
H -0.001 2.285 5.522
H 0.228 3.317 4.102
*
```

The value obtained for the LUMO energy (alpha / beta) is 2.48 / 2.48 eV. The calculation puts the gap between HOMO and LUMO (alpha / beta) at 4.6942 / 4.4012 eV. The expectation value of S² is 0.78. Its total energy is -3645.54361 a.u. The calculation puts the HOMO energy (alpha / beta) at -2.2 / -1.9 eV.


Entry 2:
The following is a quantum chemistry calculation of a 11-piece molecular cluster, C28H41F7O25 overall, from the Open Molecules 2025 dataset.

```
! RIJCOSX wB97M-V def2-TZVPD def2/J DEFGRID3
* xyz 0 1
O -5.619 0.251 -4.877
C -5.904 1.441 -5.062
O -5.761 2.457 -4.210
C -6.126 3.677 -4.751
C -6.821 3.202 -6.035
F -6.384 4.049 -6.992
O -6.262 1.930 -6.276
H -6.710 4.365 -4.140
H -5.221 4.189 -5.078
H -7.907 3.226 -5.943
O 6.924 -2.388 3.152
C 6.549 -3.538 2.986
O 7.308 -4.550 2.426
C 6.630 -5.752 2.582
C 5.244 -5.249 2.888
F 4.749 -6.036 3.858
O 5.464 -4.030 3.463
H 6.707 -6.407 1.714
H 7.029 -6.373 3.383
H 4.551 -5.224 2.046
O 0.837 -0.921 -10.175
C 0.088 -0.721 -9.176
O -0.590 -1.725 -8.619
C -1.316 -1.277 -7.516
C -1.225 0.245 -7.730
F -1.056 0.730 -6.518
O -0.088 0.362 -8.563
H -2.323 -1.670 -7.659
H -0.857 -1.506 -6.555
H -2.084 0.685 -8.238
O 7.807 5.524 7.567
C 7.629 4.466 6.998
O 7.536 3.253 7.557
C 6.891 2.328 6.713
C 7.120 3.008 5.358
F 5.935 2.863 4.722
O 7.380 4.333 5.668
H 7.484 1.423 6.846
H 5.829 2.090 6.776
H 7.913 2.701 4.677
O -1.487 6.983 -3.153
C -0.984 7.016 -2.057
O -0.070 7.885 -1.646
C 0.255 7.705 -0.252
C -0.603 6.587 0.175
F -1.571 7.103 0.981
O -1.327 6.281 -0.975
H 1.275 7.322 -0.211
H 0.276 8.629 0.325
H -0.252 5.655 0.619
O 1.186 1.529 6.834
C 1.231 2.721 6.961
O 1.370 3.398 8.158
C 1.566 4.764 7.826
C 1.030 4.938 6.446
F 1.700 5.819 5.673
O 1.159 3.603 5.939
H 0.984 5.471 8.417
H 2.615 5.053 7.889
H -0.018 5.235 6.424
O -4.778 -8.772 -6.431
C -4.991 -7.783 -5.767
O -6.160 -7.407 -5.501
C -6.231 -6.307 -4.582
C -4.741 -6.228 -4.156
F -4.808 -6.673 -2.901
O -4.135 -7.068 -5.072
H -6.370 -5.371 -5.123
H -6.932 -6.535 -3.779
H -4.444 -5.179 -4.136
C 0.430 0.166 -0.869
C 1.429 -0.147 0.306
C 0.625 -1.059 1.152
O -0.598 -1.312 0.466
C -0.444 -1.012 -0.870
H 1.100 0.283 -1.720
H -0.073 1.085 -0.568
H 1.740 0.826 0.686
H 2.417 -0.594 0.190
H 0.473 -0.588 2.123
H 1.142 -2.000 1.345
H -1.380 -0.776 -1.376
H -0.118 -1.862 -1.471
C -6.043 -4.346 1.731
O -6.204 -5.670 2.109
H -5.094 -3.946 2.089
H -6.088 -4.255 0.646
H -6.658 -3.606 2.243
H -6.252 -5.695 3.067
C -4.156 0.785 5.423
O -5.448 1.417 5.697
H -4.147 -0.294 5.582
H -3.721 1.051 4.460
H -3.362 1.147 6.075
H -5.604 1.202 6.620
C 6.532 -3.478 -3.399
O 6.595 -4.734 -2.638
H 7.272 -2.890 -2.857
H 6.517 -3.331 -4.479
H 5.618 -2.999 -3.048
H 7.407 -5.172 -2.903
*
```

The value obtained for the LUMO energy is -0.10 eV. The calculation puts the gap between HOMO and LUMO at 9.6571 eV. As for the SMILES: O=C1OC[C@@H](F)O1.O=C1OC[C@@H](F)O1.O=C1OC[C@@H](F)O1.O=C1OC[C@@H](F)O1.O=C1OC[C@@H](F)O1.O=C1OC[C@@H](F)O1.O=C1OC[C@@H](F)O1.C1CCOC1.CO.CO.CO. Its total energy is -3671.42052 a.u. The calculation puts the HOMO energy at -9.8 eV.


Entry 3:
The following is a quantum chemistry calculation of a 6-piece molecular cluster, C28H41FNO15 overall, from the Open Molecules 2025 dataset.

```
! RIJCOSX wB97M-V def2-TZVPD def2/J DEFGRID3
* xyz 1 1
C 3.127 -4.914 0.755
C 2.574 -3.849 -0.330
C 1.421 -2.885 0.301
F 1.781 -2.337 1.584
C 0.104 -3.829 0.414
C -0.920 -3.851 -0.786
C -2.139 -4.837 -0.593
C -2.235 -5.684 0.720
N -1.250 -5.599 1.794
C -0.102 -4.723 1.690
H 3.260 -4.388 1.767
H 2.384 -5.785 0.935
H 4.136 -5.294 0.336
H 3.392 -3.271 -0.875
H 2.013 -4.481 -1.125
H 1.227 -1.989 -0.396
H -0.758 -3.220 -1.725
H -2.895 -4.891 -1.446
H -3.097 -6.420 0.854
H -1.306 -6.184 2.655
H 0.717 -4.648 2.499
C 3.818 -0.372 1.160
C 4.643 0.843 1.524
C 3.910 2.139 1.341
O 4.963 3.054 1.066
C 5.967 2.328 0.497
O 6.918 2.804 -0.053
O 5.746 0.989 0.633
H 4.387 -1.287 1.349
H 2.894 -0.413 1.738
H 3.571 -0.374 0.094
H 5.037 0.745 2.542
H 3.362 2.438 2.237
H 3.222 2.136 0.488
C -6.264 -5.145 4.813
C -4.883 -5.078 5.429
C -3.932 -4.204 4.666
O -2.669 -4.794 4.957
C -2.909 -6.113 5.212
O -2.057 -6.955 5.284
O -4.240 -6.349 5.369
H -6.923 -5.762 5.429
H -6.706 -4.151 4.719
H -6.231 -5.615 3.826
H -4.949 -4.777 6.480
H -3.960 -3.166 5.002
H -4.086 -4.232 3.582
C 0.854 0.837 -5.305
C 0.576 -0.063 -4.120
C 1.817 -0.573 -3.455
O 1.385 -1.818 -2.913
C 0.366 -2.253 -3.707
O -0.092 -3.368 -3.670
O -0.063 -1.273 -4.542
H -0.084 1.210 -5.725
H 1.471 1.692 -5.018
H 1.358 0.288 -6.105
H -0.085 0.443 -3.403
H 2.170 0.093 -2.666
H 2.640 -0.767 -4.152
C 0.848 6.111 -4.104
C 0.570 5.209 -2.920
C 1.813 4.701 -2.256
O 1.383 3.455 -1.714
C 0.365 3.021 -2.507
O -0.093 1.907 -2.473
O -0.066 4.002 -3.342
H -0.090 6.482 -4.525
H 1.462 6.966 -3.816
H 1.353 5.563 -4.905
H -0.091 5.712 -2.206
H 2.165 5.366 -1.466
H 2.635 4.510 -2.953
C -3.365 5.169 0.454
C -2.522 6.370 0.827
C -3.235 7.678 0.646
O -2.166 8.578 0.378
C -1.172 7.840 -0.189
O -0.211 8.303 -0.734
O -1.413 6.504 -0.060
H -2.811 4.245 0.641
H -4.292 5.141 1.031
H -3.608 5.176 -0.612
H -2.133 6.262 1.845
H -3.781 7.982 1.541
H -3.919 7.688 -0.209
*
```

The value obtained for the LUMO energy is -4.48 eV. The calculation puts the gap between HOMO and LUMO at 8.0054 eV. Its total energy is -2374.45147 a.u. The calculation puts the HOMO energy at -12.5 eV.


Entry 4:
The following is a quantum chemistry calculation of C28H41GeIN8OTeW as an isolated structure, from the Open Molecules 2025 dataset.

```
! RIJCOSX wB97M-V def2-TZVPD def2/J DEFGRID3
* xyz 2 3
W -1.269 0.204 0.579
C 1.676 2.408 3.795
N 0.868 1.329 4.364
C 0.921 1.073 5.803
C 0.061 0.636 3.561
N -0.061 0.864 2.283
N -0.710 -0.346 4.148
C -1.409 -1.296 3.460
N -2.100 -2.161 4.211
N -1.363 -1.373 2.160
H 2.367 2.763 4.552
H 1.048 3.240 3.470
H 2.268 2.043 2.953
H 1.690 1.701 6.239
H 1.188 0.036 6.013
H -0.022 1.330 6.294
H 0.489 1.659 1.984
H -0.798 -0.334 5.150
H -2.165 -2.065 5.210
H -2.761 -2.782 3.777
H -1.961 -2.130 1.859
C -4.453 2.030 -1.990
C -5.211 0.955 -2.421
C -4.744 -0.318 -2.165
C -3.550 -0.482 -1.475
N -2.838 0.565 -1.002
C -3.297 1.796 -1.279
C -2.951 -1.786 -1.233
C -3.351 -2.937 -1.911
C -2.672 -4.118 -1.715
C -1.594 -4.127 -0.838
C -1.261 -2.963 -0.192
N -1.918 -1.797 -0.363
H -4.755 3.050 -2.175
H -6.143 1.102 -2.949
H -5.309 -1.178 -2.489
H -2.722 2.631 -0.913
H -4.175 -2.897 -2.606
H -2.967 -5.015 -2.242
H -1.020 -5.024 -0.654
H -0.451 -2.943 0.522
C -0.275 2.669 -3.043
Ge 0.978 1.666 -1.906
C 2.363 0.895 -3.059
C 1.913 2.778 -0.575
C 0.057 0.113 -1.068
H -0.002 3.724 -3.108
H -1.307 2.602 -2.707
H -0.220 2.262 -4.053
H 2.979 1.699 -3.464
H 1.934 0.346 -3.898
H 3.016 0.220 -2.504
H 2.849 2.291 -0.298
H 1.347 3.011 0.327
H 2.177 3.725 -1.051
H -0.120 -0.609 -1.869
C 1.762 -2.583 -1.090
Te 1.538 -0.848 0.216
C 4.274 -2.319 0.384
C 4.281 -2.381 -1.029
C 5.496 -2.270 -1.739
C 5.538 -2.429 -3.108
C 4.367 -2.683 -3.815
C 3.153 -2.745 -3.143
C 3.091 -2.582 -1.768
H 0.967 -2.477 -1.826
H 1.587 -3.488 -0.506
H 3.581 -2.909 0.971
H 5.134 -1.925 0.906
H 6.409 -2.095 -1.185
H 6.483 -2.365 -3.630
H 4.396 -2.814 -4.888
H 2.240 -2.901 -3.706
N -1.420 4.243 -0.246
C -1.334 3.359 0.825
O -1.049 2.105 0.404
C -1.528 3.682 2.108
I -3.682 0.717 2.017
H -0.682 4.138 -0.930
H -1.544 5.206 0.031
H -1.699 4.712 2.386
H -1.623 2.918 2.861
*
```

The value obtained for the LUMO energy (alpha / beta) is -6.09 / -6.26 eV. The calculation puts the gap between HOMO and LUMO (alpha / beta) at 5.7796 / 6.5674 eV. The expectation value of S² is 2.05. The energy relative to the best compared isomer or geometry (same formula, charge and spin) comes out at 1.143 eV. Its total energy is -4314.12834 a.u. The calculation puts the HOMO energy (alpha / beta) at -11.9 / -12.8 eV.


Entry 5:
The following is a quantum chemistry calculation of C28H41IrN6O2PS as an isolated structure, from the Open Molecules 2025 dataset.

```
! RIJCOSX wB97M-V def2-TZVPD def2/J DEFGRID3
* xyz 1 5
Ir -1.221 0.618 -0.147
O -3.147 4.135 0.550
C -2.614 3.148 0.107
N -2.464 1.907 0.701
C -2.934 1.577 2.024
O -3.699 2.280 2.659
C -2.450 0.279 2.429
C -2.800 -0.308 3.660
C -2.469 -1.606 3.918
C -1.791 -2.363 2.917
C -1.443 -1.749 1.751
N -1.718 -0.449 1.507
C -2.034 3.141 -1.288
C -2.238 4.199 -2.153
C -1.768 4.099 -3.452
C -1.124 2.931 -3.851
C -0.941 1.919 -2.933
N -1.364 2.033 -1.669
H -3.345 0.303 4.367
H -2.729 -2.064 4.862
H -1.549 -3.405 3.068
H -0.930 -2.270 0.952
H -2.773 5.062 -1.784
H -1.918 4.909 -4.152
H -0.769 2.802 -4.863
H -0.453 0.989 -3.189
C 3.928 -0.073 1.866
C 2.509 0.357 1.470
C 1.502 -0.208 2.485
C 2.401 1.885 1.585
P 2.068 -0.153 -0.279
N 0.457 -0.141 -0.486
C 2.816 1.060 -1.500
C 2.076 2.412 -1.418
C 2.639 0.490 -2.917
C 4.312 1.311 -1.271
C 2.586 -1.918 -0.672
C 2.235 -2.824 0.519
C 1.763 -2.439 -1.864
C 4.078 -2.080 -0.981
H 4.156 0.387 2.829
H 4.691 0.250 1.161
H 4.012 -1.150 1.997
H 1.826 0.121 3.475
H 1.443 -1.290 2.505
H 0.506 0.193 2.317
H 2.487 2.140 2.643
H 1.435 2.256 1.238
H 3.197 2.408 1.061
H 1.036 2.314 -1.117
H 2.090 2.879 -2.403
H 2.562 3.096 -0.728
H 1.616 0.175 -3.117
H 3.302 -0.351 -3.104
H 2.900 1.273 -3.630
H 4.506 1.837 -0.338
H 4.665 1.954 -2.080
H 4.910 0.403 -1.291
H 1.189 -2.732 0.805
H 2.860 -2.643 1.389
H 2.404 -3.857 0.208
H 0.696 -2.269 -1.725
H 1.928 -3.517 -1.928
H 2.068 -2.012 -2.814
H 4.723 -1.710 -0.186
H 4.363 -1.601 -1.916
H 4.281 -3.147 -1.095
C -3.851 -3.648 -0.094
N -4.391 -2.326 0.177
C -5.405 -2.062 1.082
C -5.603 -0.729 1.090
N -4.718 -0.202 0.176
C -3.970 -1.174 -0.373
S -2.718 -0.968 -1.527
H -3.525 -4.101 0.840
H -3.004 -3.540 -0.765
H -4.611 -4.269 -0.563
H -5.883 -2.847 1.639
H -6.271 -0.111 1.660
H -4.582 0.777 -0.027
*
```

The value obtained for the LUMO energy (alpha / beta) is -2.88 / -4.14 eV. The calculation puts the gap between HOMO and LUMO (alpha / beta) at 4.9180 / 7.0509 eV. The expectation value of S² is 6.03. Its total energy is -2414.24219 a.u. The calculation puts the HOMO energy (alpha / beta) at -7.8 / -11.2 eV.